Here is a structure of composition C25H41IrN2O5S2Si at a distorted geometry from the Open Molecules 2025 dataset. Energies are from wB97M-V/def2-TZVPD.

Properties
Charge ... +2
Orbital gap (alpha / beta) ... 9.2 / 6.1 eV
Calculated total energy ... -72184.164 eV
Spin multiplicity ... 5
Energy above the lowest of the compared OMol25 structures with the same formula, charge and spin ... 10.4 kcal/mol
Lowest unoccupied orbital energy (alpha / beta) ... -5.31 / -8.41 eV
⟨S²⟩ ... 6.02
Highest occupied orbital energy (alpha / beta) ... -14.52 / -14.55 eV

XYZ file:
```
77
C25H41IrN2O5S2Si wB97M-V/def2-TZVPD
C 0.989 -3.120 -2.376
H -0.506 -4.718 -0.654
C -0.578 -0.692 -5.697
H -0.143 -1.692 -5.699
C -4.439 -1.149 -0.262
C 1.844 4.436 2.049
H -0.978 2.919 3.177
H 2.357 -2.261 -0.111
H 3.686 3.438 1.574
S 0.141 1.385 -1.188
C 0.457 -2.821 -0.980
H -2.625 1.114 -5.430
O -0.762 -0.757 -3.325
H -2.095 -0.911 1.196
H 0.204 -3.038 -3.123
H -0.083 5.164 2.646
C -3.399 -0.039 -0.280
O 1.098 -0.593 2.091
H -5.158 -0.977 0.539
C -2.127 0.879 -4.491
H 3.547 -0.508 6.528
C 2.518 -0.297 6.273
H 1.871 -0.252 8.315
N 3.616 2.504 -1.635
H 2.857 1.214 2.234
N 5.439 1.138 -1.970
H -2.848 0.960 -3.677
H -1.923 0.853 1.011
H -3.272 2.077 -0.721
C 2.163 2.056 2.188
O -2.484 -0.358 -1.354
C 2.657 3.324 1.892
C 1.573 -0.141 7.281
H 2.654 2.612 -1.365
C -2.636 0.024 1.033
C 0.817 0.088 4.656
H -4.978 -1.170 -1.209
C 2.144 -0.186 4.944
H 1.195 -2.939 1.064
H -0.487 0.229 7.763
H 5.930 1.856 -2.474
C -1.546 -0.530 -4.538
H 4.037 3.233 -2.186
H -3.333 0.177 1.857
C -4.034 1.304 -0.610
C -0.765 -3.661 -0.636
C 0.245 0.122 6.974
O 0.063 -1.402 -0.887
H -1.104 -0.541 -6.639
H 2.229 5.421 1.824
Ir 1.690 0.152 0.087
H 0.229 0.039 -5.628
C 0.543 4.291 2.515
C -2.649 -1.581 -4.582
C 0.851 1.928 2.647
H -3.272 -1.507 -3.690
H -4.716 1.596 0.189
C 0.038 3.032 2.817
H -1.125 -3.402 0.360
Si -0.963 -0.475 -1.779
H 2.868 -0.332 4.152
H -4.602 1.235 -1.537
S 0.210 0.270 2.983
C -0.144 0.226 5.648
H -1.180 0.398 5.381
C 1.567 -3.019 0.045
H -3.274 -1.426 -5.460
H 1.783 -2.412 -2.627
H -1.566 -3.483 -1.357
O 3.655 0.355 -0.866
H -3.964 -2.119 -0.109
H 2.029 -3.996 -0.085
H 5.896 0.250 -1.848
H 1.400 -4.128 -2.406
H -1.326 1.603 -4.330
H -2.218 -2.582 -4.633
C 4.213 1.311 -1.479
```

---

Here is a cluster of 2 separate species, C25H41N3O6P in total from the Open Molecules 2025 dataset. Energies are from wB97M-V/def2-TZVPD.

Properties
Charge ... +1
Orbital gap ... 7.7 eV
Calculated total energy ... -52631.380 eV
Lowest unoccupied orbital energy ... -3.98 eV
Highest occupied orbital energy ... -11.72 eV

XYZ file:
```
76
C25H41N3O6P wB97M-V/def2-TZVPD
P 1.667 -2.029 1.841
H -0.747 -0.435 -1.985
H -2.353 2.073 -1.424
H 0.555 -3.867 1.961
C 0.478 2.395 -3.255
O 0.446 -2.952 2.254
H 1.382 3.399 -1.006
H 1.519 2.099 -3.281
H 0.688 2.728 4.804
H -1.028 -0.635 2.882
H 2.369 3.032 0.373
H -1.512 3.992 0.056
C 1.250 0.616 0.945
H -1.851 4.184 -4.917
C 0.511 4.030 0.862
H 0.656 -4.126 -3.627
C 0.071 1.131 3.549
C 0.903 1.583 -0.029
C -0.245 -2.514 -0.705
H 0.969 5.361 2.504
O 1.508 1.086 3.350
H -1.289 3.774 3.988
C -0.304 -2.846 -2.224
H -0.406 1.578 2.673
C -0.351 1.995 -2.208
H 0.269 -0.963 4.078
C 0.543 -4.073 -2.550
H -1.250 -0.231 4.562
H 0.534 -5.867 -1.314
C 1.135 4.318 2.233
H -0.697 -5.958 -5.186
H -0.724 -7.294 -2.854
H -1.337 -3.035 -2.515
C -1.413 3.549 -4.158
N -1.111 -5.763 -4.283
H -1.171 2.634 1.165
H -1.644 3.314 5.629
C 0.151 1.148 -1.099
H 0.524 3.528 -5.086
H 0.707 -6.622 -3.629
C -2.703 2.165 4.187
C -0.100 -5.390 -2.068
H 3.393 -2.725 0.823
H 2.213 4.157 2.232
H 1.528 -3.972 -2.088
C 2.045 1.115 2.147
O 2.461 -2.991 0.834
H -3.533 2.856 4.049
N -2.216 3.153 -3.174
H -0.199 1.482 5.662
H -3.010 1.413 4.915
N -0.186 -0.160 -1.187
H -1.424 4.254 1.777
C 0.202 -1.129 -0.345
H 0.097 -2.014 -2.809
H 0.565 4.966 0.304
H 2.226 -2.911 -5.899
H 0.718 -3.086 -6.021
H 0.707 3.711 3.029
H -2.005 -6.239 -4.313
C -0.979 3.687 0.957
O 2.478 -1.476 2.917
H 0.395 -3.247 -0.230
O 3.151 1.535 1.931
H -2.561 1.642 3.236
C 0.961 -0.744 0.760
C -1.446 2.908 4.634
O 1.499 -3.470 -5.608
H -1.072 -5.220 -1.596
C -0.068 3.188 -4.249
C -0.274 -6.371 -3.223
C -1.690 2.389 -2.223
C 1.342 3.023 0.015
C -0.174 2.063 4.739
C -0.507 -0.267 3.768
H -1.237 -2.637 -0.256
```